123
Properties=species:S:1:pos:R:3:forces:R:3 method="wB97M-V/def2-TZVPD" charge=+1 orbital_gap_ev=6.80
C -3.7274 2.7230 -1.4614 0.856 -0.362 0.404
C -2.8294 2.0182 -2.5208 -1.559 0.010 0.249
O -1.5130 2.5734 -2.6034 0.036 -0.457 -0.177
C -0.7651 2.1566 -1.4838 -0.030 0.619 0.566
C 0.7033 2.6376 -1.5176 -0.814 -0.656 -0.981
O 1.0517 3.4574 -0.3708 -0.434 -0.205 -0.223
C 1.1336 2.7855 0.7595 0.960 -0.618 1.672
N 0.1638 2.0331 1.3860 -2.343 -0.540 -1.078
C 0.5344 1.5129 2.5421 0.735 0.326 -0.303
Br -0.5858 0.4907 3.6206 0.494 0.451 -0.273
N 1.8080 1.9018 2.7018 -0.578 -0.527 0.804
N 2.5180 1.4683 3.8595 0.860 0.369 -1.155
C 2.7234 0.2413 3.7931 -1.375 -0.414 0.414
S 2.5342 -1.2898 3.8416 0.974 0.243 0.058
C 2.1932 2.7159 1.6296 1.341 0.446 -0.801
C 3.4962 3.3953 1.4746 0.677 0.307 0.659
Cl 4.5267 3.1954 0.0624 -1.089 -0.443 0.340
C 3.9252 4.2064 2.4577 0.079 -0.048 0.001
C 3.1931 4.5059 3.7337 0.696 0.117 0.293
Cl 5.4771 4.9861 2.3202 -0.579 -0.168 0.240
H -4.7770 2.8233 -1.7463 0.270 0.051 -0.276
H -3.7039 2.1301 -0.5360 -0.093 0.257 -0.099
H -3.2809 3.6932 -1.2069 -0.363 -0.032 -0.177
H -3.3451 2.0583 -3.4858 0.630 0.306 -0.091
H -2.8175 0.9514 -2.2440 0.484 0.154 -0.230
H -0.8097 1.0574 -1.4025 -0.056 0.209 0.139
H -1.2246 2.6523 -0.6094 -0.028 -0.449 -0.056
H 1.3701 1.7689 -1.5618 0.132 0.318 0.088
H 0.8092 3.2258 -2.4336 0.312 0.211 0.427
H -0.7839 1.8505 1.0606 0.009 0.455 -0.137
H 3.7831 4.1184 4.5883 -0.350 0.171 -0.352
H 2.1928 4.0777 3.7894 0.093 0.157 -0.133
H 3.1492 5.5938 3.8689 -0.119 -0.214 -0.069
C -3.9495 5.1780 2.0162 0.048 0.004 -0.120
C -3.4968 3.7470 2.2200 0.020 0.346 0.128
O -2.3787 3.4421 1.3730 0.292 -0.361 0.028
H -4.2283 5.3449 0.9750 -0.069 -0.051 0.024
H -4.8047 5.4105 2.6507 0.027 0.017 0.006
H -3.1417 5.8765 2.2494 -0.041 0.000 0.107
H -4.2958 3.0521 1.9664 0.134 -0.089 -0.100
H -3.2085 3.5763 3.2616 -0.109 -0.041 0.019
H -1.6643 4.0483 1.6001 -0.163 0.187 0.003
C 0.0896 -5.0922 2.2874 0.012 0.201 -0.035
C 1.4308 -4.8393 1.6276 -0.142 0.176 0.344
O 1.5194 -3.4946 1.1464 0.034 0.012 -0.278
H -0.7237 -4.9098 1.5845 0.024 -0.118 -0.034
H 0.0207 -6.1155 2.6426 -0.013 0.017 -0.008
H -0.0595 -4.4148 3.1346 0.073 -0.058 0.057
H 1.5680 -5.4994 0.7730 0.056 0.125 -0.066
H 2.2491 -5.0158 2.3336 0.009 -0.167 -0.045
H 1.4104 -2.9065 1.8985 -0.101 -0.053 0.004
C 4.3937 -0.6214 0.5557 -0.011 0.075 -0.057
C 4.4070 -2.1025 0.2169 0.365 0.064 0.342
O 5.7254 -2.5338 -0.0987 -0.116 0.027 -0.189
H 4.7744 -0.0350 -0.2811 -0.061 -0.002 -0.012
H 3.3804 -0.2778 0.7918 -0.015 0.007 -0.016
H 5.0402 -0.4130 1.4138 -0.063 -0.010 0.045
H 3.7804 -2.3035 -0.6503 0.065 -0.098 -0.006
H 4.0314 -2.6958 1.0558 -0.211 0.030 -0.073
H 6.2824 -2.3701 0.6687 0.045 -0.045 -0.035
C 1.9705 -8.7696 -0.0341 -0.056 0.039 -0.010
C 2.4914 -8.6075 1.3810 0.322 -0.153 -0.296
O 3.1518 -9.7932 1.8123 -0.136 0.053 0.234
H 1.2800 -9.6115 -0.0897 -0.057 0.060 0.063
H 1.4530 -7.8684 -0.3689 -0.008 -0.029 -0.036
H 2.7906 -8.9787 -0.7255 0.018 0.104 -0.002
H 1.6682 -8.4198 2.0681 0.031 -0.128 0.050
H 3.1932 -7.7666 1.4447 -0.108 0.105 -0.029
H 3.8851 -9.9559 1.2112 -0.004 -0.036 0.019
C -5.2814 5.3327 -5.8016 0.012 0.115 0.059
C -4.6638 4.2371 -4.9556 -0.060 -0.105 -0.516
O -5.3595 3.0051 -5.1531 0.043 -0.090 0.407
H -6.3333 5.4638 -5.5445 0.030 0.004 0.066
H -4.7614 6.2804 -5.6548 0.010 -0.010 -0.047
H -5.2394 5.0713 -6.8614 0.102 0.037 0.004
H -4.7264 4.4906 -3.8968 -0.065 -0.149 0.022
H -3.6091 4.0888 -5.2101 0.048 0.206 0.071
H -5.2919 2.7773 -6.0856 -0.019 -0.014 0.012
C -0.0911 6.5485 -2.0840 0.042 0.036 -0.012
C -1.4191 6.8261 -2.7650 0.036 -0.410 0.083
O -1.6654 5.8842 -3.8031 -0.038 0.067 -0.035
H 0.7237 6.5886 -2.8081 -0.021 0.067 -0.003
H 0.1050 7.2755 -1.2935 0.024 -0.035 0.015
H -0.0853 5.5459 -1.6462 -0.058 0.047 0.086
H -1.4165 7.8164 -3.2175 -0.061 -0.053 -0.083
H -2.2403 6.7794 -2.0402 0.032 0.172 0.063
H -1.6793 5.0055 -3.4038 0.006 -0.033 -0.079
C -3.0212 -9.0793 2.9450 -0.030 0.063 -0.044
C -1.7624 -9.3887 2.1574 0.004 0.076 0.369
O -0.9173 -8.2389 2.0738 -0.010 0.004 -0.224
H -3.5712 -8.2608 2.4783 -0.012 -0.056 -0.056
H -3.6719 -9.9527 3.0018 0.003 0.015 0.040
H -2.7730 -8.7626 3.9613 0.000 -0.111 0.028
H -2.0115 -9.6836 1.1393 0.125 0.092 -0.042
H -1.2048 -10.2044 2.6271 -0.078 -0.102 -0.084
H -0.6874 -7.9842 2.9727 -0.069 -0.118 0.045
C 6.8288 4.2485 7.6597 -0.025 -0.048 0.055
C 5.9798 3.8831 6.4582 0.072 0.390 0.159
O 4.6224 4.2948 6.6470 -0.045 -0.213 -0.108
H 6.4327 3.7814 8.5619 0.021 -0.060 -0.038
H 7.8617 3.9267 7.5214 0.002 0.041 0.010
H 6.8192 5.3282 7.8252 0.083 0.004 -0.072
H 5.9745 2.8037 6.3083 -0.152 0.015 -0.020
H 6.3713 4.3569 5.5514 0.099 -0.120 -0.025
H 4.6245 5.2498 6.7705 -0.001 -0.017 0.081
C 0.2930 -1.8225 -2.2682 0.019 0.056 -0.037
C -1.0443 -1.5523 -2.9380 0.198 -0.393 0.245
O -1.2792 -2.5036 -3.9684 -0.176 0.310 -0.136
H 1.0997 -1.7767 -3.0007 -0.031 0.085 -0.011
H 0.4932 -1.0938 -1.4772 0.029 -0.062 0.049
H 0.3140 -2.8224 -1.8300 -0.030 0.062 0.135
H -1.0490 -0.5567 -3.3842 -0.090 -0.106 -0.209
H -1.8621 -1.6043 -2.2085 0.034 0.139 0.056
H -1.2821 -3.3786 -3.5674 -0.004 -0.020 -0.069
C -4.8437 -2.9693 -6.2264 -0.057 -0.014 -0.043
C -3.4968 -3.1728 -6.8966 0.052 0.172 0.391
O -2.6581 -2.0407 -6.7094 -0.101 0.112 -0.229
H -5.3386 -2.0843 -6.6285 0.004 -0.039 -0.060
H -5.4926 -3.8341 -6.3771 -0.013 0.016 0.041
H -4.7190 -2.8090 -5.1522 0.011 -0.094 0.007
H -3.6215 -3.3123 -7.9698 0.094 0.054 -0.006
H -2.9936 -4.0578 -6.4902 -0.105 -0.113 -0.094
H -2.5380 -1.9235 -5.7602 0.197 -0.128 0.009



20
Properties=species:S:1:pos:R:3:forces:R:3 method="wB97M-V/def2-TZVPD" e_above_lowest_ev=2.014 orbital_gap_ev=8.78
H 1.5459 -0.6455 2.2015 -0.284 -0.086 -0.053
N 1.7544 -1.0854 1.3035 0.650 0.198 0.193
C 0.7433 -1.5563 0.7137 0.023 -0.086 -0.139
C -0.6390 -1.5315 1.1681 -0.406 -0.054 0.151
C -1.6404 -2.0332 0.4559 0.155 0.029 0.109
H 0.9244 -2.0328 -0.2457 -0.068 -0.093 -0.198
H -0.8213 -1.0658 2.1291 -0.051 0.050 0.068
H -1.4693 -2.4923 -0.5041 0.101 -0.078 -0.198
H -2.6608 -2.0009 0.7982 -0.141 0.040 0.106
C -1.4548 1.8926 0.2103 -0.086 0.132 0.119
C -0.2051 1.5112 -0.0309 -0.004 -0.019 -0.025
N 0.2182 0.8490 -1.1591 -0.227 -0.138 -0.276
C 1.6088 0.8928 -1.5400 0.163 0.174 -0.057
H -2.2382 1.7583 -0.5162 -0.159 -0.067 -0.195
H -1.7321 2.3369 1.1471 0.032 0.117 0.210
H 0.5734 1.6515 0.7072 0.080 0.025 0.098
H -0.4347 0.8874 -1.9299 0.068 -0.035 0.105
H 1.7827 0.1666 -2.3330 0.077 -0.008 0.022
H 2.2175 0.6155 -0.6793 0.051 -0.036 -0.053
H 1.9270 1.8819 -1.8965 0.026 -0.065 0.012



The calculation returns the following LUMO level values, one per record and in order: -4.3, 0.8 eV.